Entry 1:
# C21H45Cl12NO4SSi

7 unconnected molecules or ions with the total composition C21H45Cl12NO4SSi at a distorted geometry (ωB97M-V/def2-TZVPD, OMol25).

```
85
C21H45Cl12NO4SSi (ωB97M-V/def2-TZVPD)
C -1.54 -2.87 -5.80
Si -1.04 -2.82 -3.98
C -0.58 -4.56 -3.45
C -2.56 -2.33 -2.97
O 0.32 -1.89 -3.69
C 0.38 -0.62 -4.32
C 0.59 0.53 -3.35
C -0.28 0.42 -2.11
C -1.55 1.24 -2.14
C -2.39 1.01 -0.85
C -1.63 0.26 0.21
N -2.43 0.18 1.43
O -0.38 0.85 0.55
S 0.64 0.98 -0.67
O 0.95 2.36 -0.86
O 1.74 0.12 -0.48
H -0.73 -2.52 -6.42
H -1.85 -3.87 -6.05
H -2.37 -2.18 -5.94
H 0.24 -4.95 -4.03
H -0.32 -4.51 -2.39
H -1.46 -5.20 -3.53
H -3.33 -1.96 -3.63
H -2.91 -3.19 -2.42
H -2.39 -1.55 -2.23
H -0.49 -0.41 -4.96
H 1.24 -0.62 -4.99
H 1.63 0.57 -3.05
H 0.35 1.45 -3.87
H -0.49 -0.62 -1.93
H -1.26 2.29 -2.14
H -2.16 1.03 -3.01
H -3.25 0.41 -1.12
H -2.74 1.96 -0.48
H -1.46 -0.76 -0.14
H -1.99 -0.53 2.01
H -3.29 -0.28 1.12
Cl -6.02 1.59 3.76
C -4.61 1.65 4.85
C -3.80 0.38 4.81
Cl -4.68 -1.00 5.53
H -4.97 1.87 5.85
H -3.99 2.48 4.52
H -2.89 0.51 5.39
H -3.54 0.11 3.79
Cl 2.07 -1.88 3.41
C 3.04 -0.39 3.31
C 3.87 -0.33 2.06
Cl 5.20 -1.52 2.06
H 3.66 -0.33 4.21
H 2.34 0.45 3.32
H 4.34 0.65 1.98
H 3.28 -0.49 1.17
Cl 4.70 0.78 -2.79
C 4.91 1.19 -1.07
C 5.99 2.22 -0.85
Cl 7.62 1.58 -1.21
H 5.10 0.27 -0.53
H 3.96 1.60 -0.72
H 6.00 2.53 0.19
H 5.82 3.08 -1.48
Cl 1.97 -8.02 -3.63
C 1.70 -7.34 -2.00
C 0.71 -8.14 -1.20
Cl -0.94 -8.03 -1.87
H 1.37 -6.31 -2.12
H 2.67 -7.33 -1.49
H 0.67 -7.76 -0.18
H 0.99 -9.19 -1.17
Cl -3.14 3.89 6.74
C -3.28 4.56 8.39
C -4.32 3.83 9.20
Cl -5.97 4.12 8.59
H -3.51 5.62 8.30
H -2.31 4.45 8.86
H -4.30 4.18 10.23
H -4.15 2.76 9.20
Cl 2.69 3.90 -3.28
C 2.23 5.20 -2.15
C 3.41 6.07 -1.78
Cl 4.59 5.17 -0.79
H 1.79 4.74 -1.27
H 1.48 5.81 -2.65
H 3.08 6.91 -1.18
H 3.93 6.44 -2.66
```

Computed properties:
HOMO-LUMO gap, eV: 10.4501
HOMO, eV: -10.272
Energy, eV: -201172.1697
Multiplicity: 1
SMILES: C[Si](C)(C)OCC[C@@H]1CC[C@H](N)OS1(=O)=O.ClCCCl.ClCCCl.ClCCCl.ClCCCl.ClCCCl.ClCCCl

Löwdin atomic charge list, values in e, 2 entries: atom 1 (C): -0.149, atom 2 (Si): 0.456

=====

Entry 2:
# C21H45Cl18S2

10 unconnected molecules or ions with the total composition C21H45Cl18S2 at a distorted geometry (ωB97M-V/def2-TZVPD, OMol25).

```
86
C21H45Cl18S2 (ωB97M-V/def2-TZVPD)
S 0.08 -0.44 -0.56
C -0.49 0.52 0.87
C -1.92 0.24 1.29
C -2.91 0.46 0.13
S -4.26 -0.74 0.18
H -0.04 -1.70 -0.11
H 0.14 0.24 1.70
H -0.34 1.56 0.62
H -2.02 -0.76 1.70
H -2.20 0.93 2.07
H -2.43 0.40 -0.83
H -3.39 1.42 0.25
H -4.34 -1.22 1.46
H -5.40 -0.05 -0.02
Cl 5.28 1.17 -0.55
C 4.52 0.63 -2.08
C 3.65 -0.58 -1.88
Cl 4.60 -2.04 -1.49
H 5.31 0.43 -2.80
H 3.92 1.46 -2.44
H 3.11 -0.79 -2.81
H 2.93 -0.44 -1.08
Cl 6.26 0.40 -5.06
C 5.70 -1.00 -6.01
C 4.57 -0.63 -6.93
Cl 3.08 -0.25 -6.02
H 5.42 -1.78 -5.32
H 6.56 -1.35 -6.59
H 4.34 -1.47 -7.58
H 4.81 0.23 -7.55
Cl 5.79 -2.99 3.55
C 5.29 -4.38 2.55
C 4.19 -4.02 1.58
Cl 2.65 -3.65 2.41
H 4.97 -5.18 3.23
H 6.16 -4.72 2.00
H 4.00 -4.85 0.91
H 4.46 -3.15 0.99
Cl -8.09 1.91 0.14
C -7.61 3.11 1.36
C -6.12 3.31 1.37
Cl -5.29 1.84 1.96
H -7.98 2.77 2.33
H -8.10 4.05 1.11
H -5.84 4.13 2.04
H -5.74 3.53 0.38
Cl -5.14 -1.17 3.67
C -5.13 -2.80 4.40
C -6.32 -3.61 3.95
Cl -7.85 -2.99 4.61
H -5.10 -2.68 5.48
H -4.21 -3.29 4.08
H -6.21 -4.64 4.31
H -6.40 -3.63 2.87
Cl 8.57 -2.48 -4.77
C 9.17 -1.26 -3.61
C 10.67 -1.14 -3.65
Cl 11.49 -2.59 -3.02
H 8.82 -1.54 -2.62
H 8.71 -0.32 -3.89
H 10.98 -0.30 -3.03
H 11.03 -0.97 -4.66
Cl -0.17 2.45 3.56
C 1.61 2.55 3.58
C 2.05 3.98 3.45
Cl 1.64 4.60 1.83
H 2.00 1.94 2.77
H 1.95 2.13 4.53
H 3.13 4.07 3.57
H 1.56 4.61 4.18
Cl -8.55 -3.37 1.21
C -8.02 -3.36 -0.49
C -6.96 -4.40 -0.75
Cl -5.42 -3.99 0.07
H -7.65 -2.36 -0.72
H -8.89 -3.56 -1.11
H -6.74 -4.45 -1.82
H -7.26 -5.38 -0.42
Cl -3.63 5.60 0.49
C -1.88 5.93 0.40
C -1.58 7.40 0.24
Cl -2.09 8.02 -1.35
H -1.48 5.36 -0.43
H -1.44 5.56 1.32
H -0.50 7.56 0.31
H -2.07 7.99 1.01
```

Computed properties:
HOMO-LUMO gap, eV: 9.3097
HOMO, eV: -11.890
Energy, eV: -269576.4453
Multiplicity: 1
Total charge: +1
Energy above the lowest of the compared OMol25 structures with the same formula, charge and spin, kJ/mol: 21.2

Löwdin atomic charge list, values in e, 2 entries: atom 1 (S): 0.760, atom 2 (C): -0.570

=====

Entry 3:
# C21H45Cl28IO6P2

A molecular structure, C21H45Cl28IO6P2 (ωB97M-V/def2-TZVPD, OMol25).

```
103
C21H45Cl28IO6P2 (ωB97M-V/def2-TZVPD)
C 9.19 -2.55 1.87
C 8.68 -2.95 0.48
C 7.75 -4.17 0.56
C 8.16 -1.74 -0.33
C 6.65 -1.46 -0.44
C 5.94 -2.31 -1.50
C 5.95 -1.44 0.94
O 4.70 -2.17 0.90
O 3.71 -1.40 1.62
P 2.47 -1.15 0.62
O 2.60 -0.03 -0.32
O 1.28 -0.97 1.67
O 2.19 -2.56 -0.08
P 0.59 -2.87 -0.55
O 0.02 -3.67 0.75
I 0.92 -4.78 -2.08
H 10.04 -1.88 1.80
H 8.42 -2.05 2.47
H 9.49 -3.44 2.43
H 9.57 -3.31 -0.05
H 6.81 -3.97 1.08
H 7.55 -4.59 -0.43
H 8.26 -4.96 1.12
H 8.63 -0.84 0.09
H 8.54 -1.81 -1.36
H 6.57 -0.43 -0.82
H 6.33 -2.04 -2.49
H 4.86 -2.14 -1.52
H 6.11 -3.38 -1.37
H 6.56 -1.88 1.73
H 5.72 -0.41 1.24
H 1.57 -1.01 2.60
H 0.55 -3.55 1.54
C 0.65 2.07 1.01
Cl -0.88 2.93 0.80
Cl 1.60 2.67 2.39
H 0.41 1.04 1.19
H 1.25 2.16 0.12
C -2.48 -5.70 -4.47
Cl -1.46 -6.06 -5.87
Cl -3.75 -6.91 -4.25
H -1.85 -5.70 -3.58
H -2.94 -4.74 -4.61
C -4.61 3.83 0.48
Cl -6.01 2.85 0.94
Cl -4.87 4.71 -1.02
H -4.43 4.55 1.27
H -3.76 3.17 0.36
C -0.71 -7.80 0.12
Cl -1.82 -7.70 -1.26
Cl -0.47 -9.46 0.66
H 0.24 -7.39 -0.19
H -1.14 -7.23 0.93
C -2.65 -0.89 -2.40
Cl -2.88 -2.54 -1.80
Cl -1.18 -0.16 -1.75
H -2.55 -0.93 -3.48
H -3.50 -0.29 -2.10
C -7.12 3.12 -3.34
Cl -5.76 2.97 -4.47
Cl -8.25 1.77 -3.47
H -6.72 3.15 -2.33
H -7.65 4.04 -3.57
C 2.36 0.33 -3.35
Cl 2.43 -1.43 -3.29
Cl 3.85 1.04 -3.99
H 1.54 0.61 -4.00
H 2.21 0.69 -2.34
C -4.30 7.67 2.24
Cl -4.75 6.37 3.36
Cl -5.31 7.65 0.80
H -4.45 8.62 2.75
H -3.27 7.54 1.96
C 4.84 4.64 3.69
Cl 3.55 4.23 4.83
Cl 6.41 4.78 4.49
H 4.89 3.85 2.95
H 4.60 5.59 3.23
C -9.55 5.85 -1.09
Cl -9.33 4.11 -0.90
Cl -8.08 6.66 -1.66
H -10.33 6.02 -1.82
H -9.81 6.26 -0.13
C -0.72 -0.16 4.10
Cl -2.05 -0.57 5.18
Cl 0.85 -0.11 4.94
H -0.68 -0.90 3.31
H -0.90 0.83 3.68
C -8.02 5.54 4.68
Cl -8.48 4.25 5.80
Cl -8.95 5.49 3.17
H -8.19 6.50 5.16
H -6.97 5.42 4.43
C -0.58 -1.90 -6.13
Cl -0.86 -0.19 -5.74
Cl -0.32 -2.88 -4.68
H -1.46 -2.27 -6.65
H 0.30 -1.97 -6.75
C -4.45 -0.30 1.90
Cl -4.14 -2.04 1.94
Cl -3.02 0.62 1.39
H -5.24 -0.10 1.19
H -4.72 0.03 2.89
```

Computed properties:
HOMO-LUMO gap, eV: 9.3790
HOMO, eV: -9.397
Energy, eV: -412101.0714
Multiplicity: 1

Löwdin atomic charge list, values in e, 2 entries: atom 1 (C): -0.082, atom 2 (C): -0.407

=====

Repeat the first record exactly.
# C21H45Cl12NO4SSi

7 unconnected molecules or ions with the total composition C21H45Cl12NO4SSi at a distorted geometry (ωB97M-V/def2-TZVPD, OMol25).

```
85
C21H45Cl12NO4SSi (ωB97M-V/def2-TZVPD)
C -1.54 -2.87 -5.80
Si -1.04 -2.82 -3.98
C -0.58 -4.56 -3.45
C -2.56 -2.33 -2.97
O 0.32 -1.89 -3.69
C 0.38 -0.62 -4.32
C 0.59 0.53 -3.35
C -0.28 0.42 -2.11
C -1.55 1.24 -2.14
C -2.39 1.01 -0.85
C -1.63 0.26 0.21
N -2.43 0.18 1.43
O -0.38 0.85 0.55
S 0.64 0.98 -0.67
O 0.95 2.36 -0.86
O 1.74 0.12 -0.48
H -0.73 -2.52 -6.42
H -1.85 -3.87 -6.05
H -2.37 -2.18 -5.94
H 0.24 -4.95 -4.03
H -0.32 -4.51 -2.39
H -1.46 -5.20 -3.53
H -3.33 -1.96 -3.63
H -2.91 -3.19 -2.42
H -2.39 -1.55 -2.23
H -0.49 -0.41 -4.96
H 1.24 -0.62 -4.99
H 1.63 0.57 -3.05
H 0.35 1.45 -3.87
H -0.49 -0.62 -1.93
H -1.26 2.29 -2.14
H -2.16 1.03 -3.01
H -3.25 0.41 -1.12
H -2.74 1.96 -0.48
H -1.46 -0.76 -0.14
H -1.99 -0.53 2.01
H -3.29 -0.28 1.12
Cl -6.02 1.59 3.76
C -4.61 1.65 4.85
C -3.80 0.38 4.81
Cl -4.68 -1.00 5.53
H -4.97 1.87 5.85
H -3.99 2.48 4.52
H -2.89 0.51 5.39
H -3.54 0.11 3.79
Cl 2.07 -1.88 3.41
C 3.04 -0.39 3.31
C 3.87 -0.33 2.06
Cl 5.20 -1.52 2.06
H 3.66 -0.33 4.21
H 2.34 0.45 3.32
H 4.34 0.65 1.98
H 3.28 -0.49 1.17
Cl 4.70 0.78 -2.79
C 4.91 1.19 -1.07
C 5.99 2.22 -0.85
Cl 7.62 1.58 -1.21
H 5.10 0.27 -0.53
H 3.96 1.60 -0.72
H 6.00 2.53 0.19
H 5.82 3.08 -1.48
Cl 1.97 -8.02 -3.63
C 1.70 -7.34 -2.00
C 0.71 -8.14 -1.20
Cl -0.94 -8.03 -1.87
H 1.37 -6.31 -2.12
H 2.67 -7.33 -1.49
H 0.67 -7.76 -0.18
H 0.99 -9.19 -1.17
Cl -3.14 3.89 6.74
C -3.28 4.56 8.39
C -4.32 3.83 9.20
Cl -5.97 4.12 8.59
H -3.51 5.62 8.30
H -2.31 4.45 8.86
H -4.30 4.18 10.23
H -4.15 2.76 9.20
Cl 2.69 3.90 -3.28
C 2.23 5.20 -2.15
C 3.41 6.07 -1.78
Cl 4.59 5.17 -0.79
H 1.79 4.74 -1.27
H 1.48 5.81 -2.65
H 3.08 6.91 -1.18
H 3.93 6.44 -2.66
```

Computed properties:
HOMO-LUMO gap, eV: 10.4501
HOMO, eV: -10.272
Energy, eV: -201172.1697
Multiplicity: 1
SMILES: C[Si](C)(C)OCC[C@@H]1CC[C@H](N)OS1(=O)=O.ClCCCl.ClCCCl.ClCCCl.ClCCCl.ClCCCl.ClCCCl

Löwdin atomic charge list, values in e, 2 entries: atom 1 (C): -0.149, atom 2 (Si): 0.456

=====

Number 1 is which compound? C21H45Cl12NO4SSi

=====

The highest energy belongs to which entry? C21H45Cl12NO4SSi

=====

Copy entry 2 word for word.
# C21H45Cl18S2

10 unconnected molecules or ions with the total composition C21H45Cl18S2 at a distorted geometry (ωB97M-V/def2-TZVPD, OMol25).

```
86
C21H45Cl18S2 (ωB97M-V/def2-TZVPD)
S 0.08 -0.44 -0.56
C -0.49 0.52 0.87
C -1.92 0.24 1.29
C -2.91 0.46 0.13
S -4.26 -0.74 0.18
H -0.04 -1.70 -0.11
H 0.14 0.24 1.70
H -0.34 1.56 0.62
H -2.02 -0.76 1.70
H -2.20 0.93 2.07
H -2.43 0.40 -0.83
H -3.39 1.42 0.25
H -4.34 -1.22 1.46
H -5.40 -0.05 -0.02
Cl 5.28 1.17 -0.55
C 4.52 0.63 -2.08
C 3.65 -0.58 -1.88
Cl 4.60 -2.04 -1.49
H 5.31 0.43 -2.80
H 3.92 1.46 -2.44
H 3.11 -0.79 -2.81
H 2.93 -0.44 -1.08
Cl 6.26 0.40 -5.06
C 5.70 -1.00 -6.01
C 4.57 -0.63 -6.93
Cl 3.08 -0.25 -6.02
H 5.42 -1.78 -5.32
H 6.56 -1.35 -6.59
H 4.34 -1.47 -7.58
H 4.81 0.23 -7.55
Cl 5.79 -2.99 3.55
C 5.29 -4.38 2.55
C 4.19 -4.02 1.58
Cl 2.65 -3.65 2.41
H 4.97 -5.18 3.23
H 6.16 -4.72 2.00
H 4.00 -4.85 0.91
H 4.46 -3.15 0.99
Cl -8.09 1.91 0.14
C -7.61 3.11 1.36
C -6.12 3.31 1.37
Cl -5.29 1.84 1.96
H -7.98 2.77 2.33
H -8.10 4.05 1.11
H -5.84 4.13 2.04
H -5.74 3.53 0.38
Cl -5.14 -1.17 3.67
C -5.13 -2.80 4.40
C -6.32 -3.61 3.95
Cl -7.85 -2.99 4.61
H -5.10 -2.68 5.48
H -4.21 -3.29 4.08
H -6.21 -4.64 4.31
H -6.40 -3.63 2.87
Cl 8.57 -2.48 -4.77
C 9.17 -1.26 -3.61
C 10.67 -1.14 -3.65
Cl 11.49 -2.59 -3.02
H 8.82 -1.54 -2.62
H 8.71 -0.32 -3.89
H 10.98 -0.30 -3.03
H 11.03 -0.97 -4.66
Cl -0.17 2.45 3.56
C 1.61 2.55 3.58
C 2.05 3.98 3.45
Cl 1.64 4.60 1.83
H 2.00 1.94 2.77
H 1.95 2.13 4.53
H 3.13 4.07 3.57
H 1.56 4.61 4.18
Cl -8.55 -3.37 1.21
C -8.02 -3.36 -0.49
C -6.96 -4.40 -0.75
Cl -5.42 -3.99 0.07
H -7.65 -2.36 -0.72
H -8.89 -3.56 -1.11
H -6.74 -4.45 -1.82
H -7.26 -5.38 -0.42
Cl -3.63 5.60 0.49
C -1.88 5.93 0.40
C -1.58 7.40 0.24
Cl -2.09 8.02 -1.35
H -1.48 5.36 -0.43
H -1.44 5.56 1.32
H -0.50 7.56 0.31
H -2.07 7.99 1.01
```

Computed properties:
HOMO-LUMO gap, eV: 9.3097
HOMO, eV: -11.890
Energy, eV: -269576.4453
Multiplicity: 1
Total charge: +1
Energy above the lowest of the compared OMol25 structures with the same formula, charge and spin, kJ/mol: 21.2

Löwdin atomic charge list, values in e, 2 entries: atom 1 (S): 0.760, atom 2 (C): -0.570